{"formula": "C20H23N3O4S2", "method": "ωB97M-V/def2-TZVPD", "homo_lumo_gap_ev": 8.57, "e_lumo_ev": 0.39, "energy_ev": -55445.0233, "homo_ev": -8.18, "species": ["C", "C", "O", "N", "C", "C", "C", "C", "S", "C", "C", "O", "N", "C", "C", "N", "S", "O", "O", "C", "C", "C", "C", "C", "C", "C", "C", "C", "C", "H", "H", "H", "H", "H", "H", "H", "H", "H", "H", "H", "H", "H", "H", "H", "H", "H", "H", "H", "H", "H", "H", "H"], "xyz": [[-5.90, -1.01, -0.96], [-4.46, -0.55, -1.02], [-3.72, -0.82, -1.94], [-4.10, 0.19, 0.07], [-2.87, 0.78, 0.35], [-1.91, 1.01, -0.62], [-0.71, 1.62, -0.30], [-0.46, 2.00, 1.01], [1.06, 2.74, 1.56], [1.78, 3.56, 0.10], [2.24, 2.69, -1.06], [1.79, 2.91, -2.17], [3.17, 1.74, -0.84], [3.68, 1.29, 0.44], [2.99, -0.02, 0.82], [3.19, -0.99, -0.24], [2.76, -2.55, 0.17], [3.03, -3.37, -0.97], [3.40, -2.85, 1.41], [0.99, -2.46, 0.43], [0.13, -2.58, -0.64], [-1.23, -2.45, -0.44], [-1.72, -2.19, 0.83], [-0.85, -2.06, 1.90], [0.52, -2.18, 1.70], [2.72, -0.54, -1.53], [3.43, 0.77, -1.89], [-1.41, 1.76, 2.00], [-2.61, 1.16, 1.67], [-6.57, -0.16, -0.90], [-6.06, -1.64, -0.08], [-6.13, -1.59, -1.85], [-4.79, 0.27, 0.81], [-2.10, 0.72, -1.64], [0.00, 1.81, -1.08], [2.62, 4.13, 0.50], [1.04, 4.26, -0.29], [3.52, 2.04, 1.21], [4.75, 1.12, 0.33], [3.44, -0.45, 1.72], [1.92, 0.16, 1.00], [0.54, -2.81, -1.62], [-1.92, -2.53, -1.28], [-2.78, -2.11, 0.99], [-1.23, -1.86, 2.89], [1.22, -2.10, 2.51], [2.95, -1.32, -2.24], [1.63, -0.36, -1.51], [3.05, 1.17, -2.83], [4.51, 0.60, -1.96], [-1.21, 2.06, 3.01], [-3.35, 1.00, 2.44]], "lowdin_charge": [0.003, -0.522, 0.062, 0.114, -0.245, 0.002, -0.059, -0.519, 0.965, -0.337, -0.529, 0.046, -0.051, -0.137, -0.185, -0.223, 0.670, -0.277, -0.280, -0.271, -0.054, -0.055, -0.077, -0.061, -0.062, -0.167, -0.099, -0.114, -0.032, 0.084, 0.083, 0.085, 0.143, 0.111, 0.091, 0.087, 0.094, 0.086, 0.136, 0.125, 0.097, 0.116, 0.102, 0.103, 0.109, 0.114, 0.124, 0.127, 0.127, 0.135, 0.102, 0.114]}